Entry 1:
This record from the Open Molecules 2025 dataset describes an isolated ion of composition C5H10N2O and charge -1. The level of theory is ωB97M-V/def2-TZVPD.

```
18
C5H10N2O (ωB97M-V/def2-TZVPD)
N 0.05519 -0.35011 -2.16750
C -0.09801 0.02799 -0.71436
C 0.11040 -1.16211 0.32833
C -0.33597 -0.85710 1.73997
C -1.68922 -0.44906 1.80718
C 0.69915 1.12294 -0.16924
N 1.75348 1.69697 -0.92620
O 0.31521 1.48407 0.93227
H -0.06809 0.55659 -2.66652
H -0.65479 -1.09021 -2.49122
H -1.15980 0.45692 -0.66855
H 1.11489 -1.53791 0.41669
H -0.62025 -1.85479 0.00669
H 0.34809 -0.79762 2.71363
H -2.03493 -0.11150 2.78129
H -2.39006 -0.36107 1.07209
H 2.24416 0.97044 -1.60494
H 2.41055 2.25557 -0.38962
```

Largest force on an atom = 5.03 eV/A
Multiplicity = 2
Total charge = -1
Frontier orbital gap (spin up / spin down) = 0.1149 / 0.2717 Ha
Molecular weight = 114.1 g/mol
Energy relative to the best compared isomer or geometry (same formula, charge and spin) = 256.4 kJ/mol
Energy = -381.14290 a.u.


Entry 2:
This record from the Open Molecules 2025 dataset describes one molecule with the formula CH3NO2. The level of theory is ωB97M-V/def2-TZVPD.

```
7
CH3NO2 (ωB97M-V/def2-TZVPD)
C 0.66006 -0.19831 0.09801
N -0.78925 0.21062 -0.16349
O -1.60507 -0.06215 0.68220
O -1.08997 0.95076 -1.08147
H 0.74429 -0.66587 1.07902
H 1.26933 0.70514 0.07198
H 0.81058 -0.94016 -0.68627
```

Largest force on an atom = 2.20 eV/A
Multiplicity = 1
Frontier orbital gap = 0.4155 Ha
Molecular weight = 61.0 g/mol
Energy relative to the best compared isomer or geometry (same formula, charge and spin) = 390.8 kJ/mol
SMILES = C[N+](=O)[O-]
Energy = -245.03029 a.u.


Entry 3:
This record from the Open Molecules 2025 dataset describes an isolated ion of composition C4H6NS and charge +1. The level of theory is ωB97M-V/def2-TZVPD.

```
12
C4H6NS (ωB97M-V/def2-TZVPD)
C -1.91108 -1.58013 -2.37826
C -0.04434 -1.16010 -0.84318
C 0.15899 0.00420 -0.10734
C 1.07027 1.50975 1.76711
N -1.08285 -1.30162 -1.64604
S 1.67341 0.15582 0.69182
H -2.86771 -1.82789 -2.81000
H 0.45666 -1.99852 -0.51354
H -0.39177 0.97647 -0.17275
H 1.78584 2.36179 1.87570
H 1.02552 1.03332 2.69922
H 0.12708 1.82692 1.43726
```

Largest force on an atom = 4.38 eV/A
Multiplicity = 3
Total charge = +1
Frontier orbital gap (spin up / spin down) = 0.2642 / 0.2814 Ha
Molecular weight = 100.2 g/mol
Energy relative to the best compared isomer or geometry (same formula, charge and spin) = 97.7 kJ/mol
Energy = -608.51290 a.u.


Entry 4:
This record from the Open Molecules 2025 dataset describes an isolated ion of composition C4H10NOS and charge -1. The level of theory is ωB97M-V/def2-TZVPD.

```
17
C4H10NOS (ωB97M-V/def2-TZVPD)
O 0.32459 0.05557 3.06483
C -0.47149 0.57656 2.16454
N 0.16694 0.87189 0.73277
C 1.03493 -0.23374 0.35087
C 0.32615 -1.01833 -0.63911
C -0.87512 -0.41776 -1.46537
S -0.67584 0.57598 -3.15353
H -0.98026 1.60616 2.47173
H -1.44120 0.13221 1.85984
H 0.79738 1.61880 0.89414
H 1.93440 0.16423 -0.08935
H 1.11907 -0.95936 1.28714
H 0.11317 -1.95575 -0.27270
H 1.00483 -1.22212 -1.55191
H -1.45174 0.33454 -0.81709
H -1.44408 -1.18299 -2.00669
H 0.51828 1.05412 -2.83012
```

Largest force on an atom = 6.50 eV/A
Multiplicity = 1
Total charge = -1
Frontier orbital gap = 0.2191 Ha
Molecular weight = 120.2 g/mol
Energy relative to the best compared isomer or geometry (same formula, charge and spin) = 398.6 kJ/mol
SMILES = [O-]CNCCCS
Energy = -686.51279 a.u.


Entry 5:
This record from the Open Molecules 2025 dataset describes C34H27Br2ClMgN3O6S3 as an isolated structure. The level of theory is ωB97M-V/def2-TZVPD.

```
77
C34H27Br2ClMgN3O6S3 (ωB97M-V/def2-TZVPD)
Mg -0.07368 -1.95197 -1.05338
Cl -5.77464 -0.32777 -5.44962
C -4.51099 -0.99699 -4.44583
C -4.40783 -2.39339 -4.31185
C -3.42974 -2.95486 -3.54358
C -2.46880 -2.15495 -2.84754
O -1.55284 -2.70396 -2.15620
C -2.61646 -0.73734 -2.98432
C -1.75766 0.17536 -2.29873
O -0.86441 -0.12260 -1.49879
C -3.63189 -0.18513 -3.79398
H -5.12031 -3.02122 -4.83236
H -3.34649 -4.02885 -3.44408
H -1.92250 1.24720 -2.48953
H -3.70540 0.89183 -3.88645
C -2.48010 -1.65991 1.44946
C -1.74130 -2.96294 1.49135
C -2.04826 -3.93477 2.47448
C -1.35044 -5.10237 2.50644
C -0.31736 -5.33985 1.56740
C 0.47812 -6.51026 1.52161
Br 0.19216 -7.92268 2.76177
C 1.46753 -6.63550 0.59007
C 1.70861 -5.61379 -0.33559
Br 3.11411 -5.83952 -1.58310
C 0.97261 -4.43202 -0.38295
O 1.18538 -3.48905 -1.22260
C -0.07137 -4.32470 0.62406
N -0.79662 -3.17067 0.61195
H -3.55406 -1.82266 1.54728
H -2.29126 -1.12237 0.52167
H -2.16311 -1.01024 2.26831
H -2.83739 -3.73565 3.18714
H -1.57310 -5.85806 3.24796
H 2.07909 -7.52663 0.56086
C 4.08873 3.50414 0.93365
C 3.57011 2.46813 -0.02069
C 2.45571 2.72993 -0.81248
C 1.95796 1.78238 -1.69115
C 2.57707 0.54386 -1.77752
C 3.68649 0.25453 -0.99662
C 4.18029 1.22121 -0.13535
S 1.74808 -0.70032 -2.74637
C 3.13259 -1.72781 -3.23083
O 1.18484 -0.05386 -3.95947
H 4.54006 4.33834 0.39192
H 4.84891 3.08360 1.59260
H 3.28742 3.90835 1.55225
H 1.94692 3.68159 -0.71531
H 1.07739 1.98103 -2.28620
H 4.15249 -0.72144 -1.03349
H 5.04954 0.99757 0.47318
H 3.99298 -1.11415 -3.48855
H 2.77114 -2.27839 -4.09733
H 3.34040 -2.43868 -2.43291
C 1.93331 0.41247 2.54597
C 1.48391 -0.41208 1.43967
N 1.15172 -1.07591 0.56709
H 1.55387 0.00178 3.48017
H 1.54957 1.42732 2.40582
H 3.02260 0.42274 2.56384
O 1.93611 5.65184 2.78120
S 0.83951 4.88039 3.31752
O 0.80995 4.70011 4.74621
N 0.69969 3.46186 2.53636
C -0.41004 3.38197 1.81946
S -0.84760 2.07636 0.87256
C -1.26679 4.61618 1.91663
C -2.48216 4.88136 1.30983
C -3.09291 6.10074 1.56688
C -2.50261 7.03545 2.41612
C -1.28194 6.76972 3.02433
C -0.69249 5.55274 2.74820
H -2.92534 4.14010 0.65768
H -4.04360 6.33153 1.10334
H -3.00195 7.97727 2.60470
H -0.81150 7.48437 3.68580
```

Largest force on an atom = 0.27 eV/A
Multiplicity = 1
Total charge = -1
Frontier orbital gap = 0.2787 Ha
Molecular weight = 889.4 g/mol
Energy relative to the best compared isomer or geometry (same formula, charge and spin) = 14.3 kJ/mol
Energy = -8930.70674 a.u.


Entry 6:
This record from the Open Molecules 2025 dataset describes a 12-piece molecular cluster, C24H72O24 overall. The level of theory is ωB97M-V/def2-TZVPD.

```
120
C24H72O24 (ωB97M-V/def2-TZVPD)
O 3.61656 0.28724 -4.84193
C 3.33300 -0.98222 -4.29907
C 3.80107 -2.20341 -5.01999
O 3.87840 -2.35333 -6.43619
H 3.78718 0.18461 -5.78106
H 3.58435 -0.93820 -3.23936
H 2.24305 -0.97198 -4.30044
H 3.13403 -2.97870 -4.64305
H 4.80556 -2.41983 -4.65631
H 4.81178 -2.24998 -6.63549
O -7.64952 -1.45104 4.48916
C -6.61305 -0.48802 4.28506
C -6.96126 0.96098 4.52351
O -7.05300 1.40404 5.85853
H -7.58258 -1.86864 5.35098
H -5.61822 -0.76154 4.63663
H -6.35505 -0.44262 3.22701
H -7.84911 1.18406 3.93185
H -6.10863 1.46020 4.06319
H -7.36450 0.63616 6.34322
O -1.35489 -8.50003 -2.49359
C -0.29239 -8.45769 -1.49608
C 0.85659 -7.50214 -2.01881
O 0.40509 -6.21125 -2.27325
H -1.37165 -9.34174 -2.95493
H -0.63858 -8.25247 -0.48310
H 0.10974 -9.43638 -1.23421
H 1.45115 -7.92054 -2.83093
H 1.54349 -7.37282 -1.18243
H -0.09007 -6.21035 -3.09569
O 5.44715 -3.03282 1.93668
C 4.46088 -4.08173 1.70734
C 5.16088 -5.34816 2.16953
O 6.33208 -5.73397 1.39642
H 6.30518 -3.46233 1.96672
H 3.48830 -3.93058 2.17569
H 4.41814 -4.08973 0.61821
H 4.51958 -6.22799 2.11736
H 5.37147 -5.46869 3.23218
H 6.73804 -6.55828 1.67447
O -1.51285 -0.06910 0.45550
C -0.26350 -0.03477 -0.21590
C 0.71775 0.66972 0.71975
O 0.26084 1.95681 1.08896
H -2.06180 -0.81043 0.18960
H 0.05339 -1.02895 -0.53098
H -0.27567 0.44767 -1.19325
H 1.76210 0.68718 0.40807
H 0.82876 0.00639 1.57752
H -0.52498 1.86751 1.63312
O -7.28417 -6.04434 1.02037
C -5.90794 -5.87641 0.74199
C -5.70130 -4.51091 -0.04378
O -4.34331 -4.24197 -0.24937
H -7.45403 -5.38897 1.70099
H -5.44900 -6.01640 1.72070
H -5.42992 -6.71444 0.23476
H -6.06452 -3.78294 0.68163
H -6.30898 -4.34452 -0.93324
H -3.91463 -4.89247 -0.81033
O -3.44465 -3.29313 -5.15945
C -3.90315 -2.02425 -5.54757
C -3.28537 -1.73217 -6.92173
O -3.86488 -2.45700 -8.00342
H -3.79099 -3.89843 -5.81919
H -4.98477 -2.09721 -5.43415
H -3.57432 -1.24904 -4.85545
H -2.27713 -2.14603 -6.90482
H -3.29747 -0.67542 -7.18861
H -3.14909 -2.42837 -8.64248
O 8.81667 0.94995 -1.37583
C 7.49621 1.45150 -1.15469
C 7.10301 2.55667 -2.10237
O 7.92039 3.71662 -2.10976
H 9.27907 0.56432 -0.62812
H 6.81081 0.61143 -1.04241
H 7.64236 1.71114 -0.10620
H 6.13043 2.84840 -1.70603
H 7.07125 2.11371 -3.09780
H 8.76241 3.26388 -2.19712
O 4.14936 3.90290 3.30438
C 4.86666 4.36022 2.15954
C 6.11919 5.13923 2.55565
O 5.96726 6.55266 2.80556
H 3.28325 3.72807 2.92904
H 5.02539 3.51243 1.49307
H 4.23027 5.09193 1.66185
H 6.84758 5.05047 1.74962
H 6.69179 4.57714 3.29340
H 6.79103 7.02522 2.66527
O -5.08119 2.31299 -4.70793
C -4.71524 2.92329 -3.46135
C -3.32589 3.59427 -3.49120
O -3.43938 4.39179 -4.61528
H -6.03062 2.17811 -4.75261
H -5.50178 3.63172 -3.20138
H -4.58274 2.22022 -2.63902
H -2.53957 2.87090 -3.70692
H -3.29125 3.99766 -2.47918
H -4.09829 4.07903 -5.23948
O -2.49856 2.48725 7.98044
C -1.34321 3.25171 7.87666
C -0.74454 3.46963 6.49366
O -1.72520 3.50814 5.48335
H -3.19513 2.92765 8.47282
H -1.50515 4.10749 8.53203
H -0.64412 2.63283 8.43913
H -0.05553 2.63811 6.34551
H -0.23325 4.42953 6.42112
H -2.40781 2.88337 5.73890
O -0.93405 8.27446 0.23407
C -0.60154 7.38603 1.26186
C 0.62024 7.70040 2.06933
O 0.24760 8.66432 3.05017
H -0.91459 9.13011 0.66890
H -1.45718 7.18133 1.90536
H -0.35402 6.39776 0.87436
H 1.53017 7.90665 1.50578
H 0.66614 6.73914 2.58118
H 0.89635 8.61071 3.75575
```

Largest force on an atom = 3.94 eV/A
Multiplicity = 1
Frontier orbital gap = 0.3695 Ha
Molecular weight = 744.8 g/mol
Energy relative to the best compared isomer or geometry (same formula, charge and spin) = 778.9 kJ/mol
SMILES = OCCO.OCCO.OCCO.OCCO.OCCO.OCCO.OCCO.OCCO.OCCO.OCCO.OCCO.OCCO
Energy = -2762.93349 a.u.